(1)
{"formula": "C8H14O3Si2", "method": "ωB97M-V/def2-TZVPD", "relative_energy_kj_mol": 165.2, "homo_lumo_gap_ev": 10.45, "lumo_energy_ev": 0.873, "smiles": "C#C[Si@@](C)(OC)O[Si@@](C)(C#C)OC", "multiplicity": 1, "species": ["C", "C", "Si", "C", "O", "C", "O", "Si", "C", "C", "C", "O", "C", "H", "H", "H", "H", "H", "H", "H", "H", "H", "H", "H", "H", "H", "H"], "positions_angstrom": [[1.767791, -3.311882, 0.365419], [1.556892, -2.123564, 0.352056], [1.372545, -0.302796, 0.214923], [2.344232, 0.587967, 1.680916], [2.031675, 0.282805, -1.228585], [3.379199, 0.700963, -1.525823], [-0.057345, 0.330740, 0.459576], [-1.588229, 0.046714, -0.363550], [-1.504155, 1.019402, -1.971885], [-1.380811, -1.674564, -0.900717], [-1.547097, -2.835392, -1.140621], [-2.802143, 0.421774, 0.660150], [-2.707075, 0.373517, 2.089490], [2.283489, -4.220364, 0.395458], [1.954947, 0.136726, 2.659894], [3.414434, 0.586860, 1.447910], [1.935932, 1.529619, 1.419244], [4.146293, 0.092855, -0.997368], [3.379277, 1.818009, -1.252879], [3.556691, 0.656801, -2.676623], [-2.332583, 0.912490, -2.848834], [-1.568168, 2.019138, -1.829885], [-0.627753, 0.540369, -2.372611], [-1.761963, -3.854505, -1.300615], [-3.404421, -0.471451, 2.480359], [-3.086442, 1.313678, 2.590333], [-1.676142, 0.406896, 2.346193]], "forces_ev_per_angstrom": [[0.527, 1.228, 0.087], [-0.545, -0.082, -0.426], [3.732, 1.237, 0.826], [-1.004, -2.712, -1.060], [-0.206, -0.914, 0.480], [-0.753, 1.311, -0.922], [-3.861, -0.106, -1.197], [1.885, 0.926, -0.173], [-3.116, -3.405, -1.563], [-0.702, 0.208, 0.492], [-0.223, -0.332, -0.032], [0.173, 0.071, 0.070], [-2.305, 0.203, 0.591], [-0.061, -1.049, 0.048], [1.017, 0.985, -1.298], [-0.141, -0.158, 0.761], [-0.300, 1.378, 0.532], [-0.474, 0.565, -0.303], [0.688, -1.638, -0.236], [-0.382, -0.180, 2.047], [1.569, -0.488, 2.347], [0.922, 3.276, 0.498], [0.830, 0.658, -0.415], [0.139, -0.462, -0.202], [1.797, 1.164, -0.533], [-0.054, -0.726, -1.059], [0.848, -0.957, 0.641]], "nbo_charge": [-0.1618, -0.5401, 2.1015, -1.1051, -0.9219, -0.2427, -1.2598, 2.0973, -1.1291, -0.5702, -0.1355, -0.8951, -0.2503, 0.2242, 0.2419, 0.2271, 0.2247, 0.1822, 0.1824, 0.1898, 0.2518, 0.2367, 0.2541, 0.2295, 0.1909, 0.1820, 0.1957]}

(2)
{"formula": "C8H15BBr2GaO3", "method": "ωB97M-V/def2-TZVPD", "homo_lumo_gap_ev": 7.12, "lumo_energy_ev": 2.706, "charge": -1, "multiplicity": 1, "species": ["C", "C", "B", "O", "Ga", "C", "O", "C", "C", "O", "C", "Br", "C", "C", "Br", "H", "H", "H", "H", "H", "H", "H", "H", "H", "H", "H", "H", "H", "H", "H"], "positions_angstrom": [[2.947435, -2.732940, 0.708687], [1.997189, -1.415587, 0.484775], [1.656746, -1.058855, -1.084035], [2.583887, -1.592666, -2.131633], [0.033607, 0.130540, -1.715226], [-1.810322, -0.636752, -1.141813], [-1.774110, -1.498136, 0.050354], [-3.193662, -1.553642, 0.496185], [-3.567974, -0.721256, 1.864505], [-4.122924, -2.226481, -0.235021], [0.316760, 2.128442, -1.227042], [0.422766, 3.445118, -2.782074], [0.451765, 2.651011, 0.183120], [0.708273, 4.257573, 0.543891], [0.308153, 1.424601, 1.784730], [2.504484, -3.736167, 0.275042], [4.029532, -2.492275, 0.280044], [3.096789, -2.838884, 1.886065], [2.574932, -0.476295, 0.938061], [0.972703, -1.537221, 1.052403], [3.071010, -0.776984, -2.508664], [0.058594, 0.033456, -3.342326], [-2.632413, 0.217473, -1.005235], [-2.207647, -1.289626, -2.056099], [-3.632052, 0.449134, 1.713061], [-4.584451, -1.115119, 2.331052], [-2.673813, -0.894668, 2.631016], [1.469015, 4.239322, 1.463635], [1.279645, 4.808900, -0.323270], [-0.283925, 4.807976, 0.865821]], "forces_ev_per_angstrom": [[0.555, 0.690, 1.050], [0.238, -0.789, 0.243], [1.657, -0.527, -0.037], [0.266, 2.611, 1.338], [-0.137, -0.314, -0.612], [-1.664, 0.526, -1.954], [-4.312, 0.544, 1.452], [-2.960, -2.644, -3.652], [0.674, -0.499, 0.350], [5.840, 4.272, 4.931], [0.268, 1.656, 5.464], [0.007, -0.740, 1.595], [-0.200, 1.147, -4.999], [0.881, -1.252, 0.961], [0.022, 1.289, -1.805], [0.971, 2.161, 0.787], [-2.383, -0.795, 0.655], [-0.302, -0.115, -2.441], [-1.334, -1.836, -0.888], [2.061, 0.324, -0.887], [-1.533, -1.971, 0.523], [-0.194, 0.260, 0.213], [1.627, -1.649, -0.138], [0.732, 1.295, 1.923], [0.188, -2.529, -0.110], [2.243, 0.776, -1.234], [-1.953, 0.316, -1.676], [-1.799, 0.214, -1.829], [-1.501, -1.262, 1.538], [2.041, -1.157, -0.764]], "nbo_charge": [-0.6263, -0.8281, 0.6254, -0.9836, 0.7786, -0.5234, -0.5814, 0.8065, -0.7412, -0.6084, -0.4350, -0.0587, -0.1665, -0.6753, 0.0015, 0.2084, 0.2037, 0.1863, 0.2369, 0.2360, 0.4928, -0.3067, 0.1661, 0.1905, 0.2540, 0.2343, 0.2409, 0.2126, 0.2391, 0.2212]}

(3)
{"formula": "C8H15BF4N2OPdS2Te", "method": "ωB97M-V/def2-TZVPD", "homo_lumo_gap_ev": 5.01, "lumo_energy_ev": 4.388, "charge": -2, "multiplicity": 1, "species": ["Pd", "F", "B", "F", "F", "F", "C", "O", "H", "H", "H", "H", "Te", "C", "C", "C", "C", "S", "H", "H", "H", "C", "N", "C", "S", "N", "C", "H", "H", "H", "H", "H", "H", "H", "H"], "positions_angstrom": [[10.183226, 5.805386, 6.353455], [3.943758, 4.395722, 6.191197], [4.477616, 5.596569, 5.742072], [5.838937, 5.346823, 5.353175], [4.364916, 6.550506, 6.801003], [3.720525, 6.086958, 4.676360], [7.944663, 8.444940, 3.938253], [9.289647, 8.693935, 4.363801], [7.877585, 8.164645, 2.872433], [7.391124, 9.346320, 4.046326], [7.462287, 7.660571, 4.555327], [9.694781, 7.879726, 4.627711], [11.534245, 5.530806, 4.172504], [13.405733, 6.162566, 4.869716], [13.829008, 6.679978, 6.083064], [15.216321, 6.827858, 6.208457], [15.913417, 6.411206, 5.131231], [14.769358, 5.937754, 3.868382], [13.128275, 6.872629, 6.886210], [15.784328, 7.286668, 7.000234], [16.966144, 6.495801, 4.856493], [8.584050, 8.678919, 7.742267], [7.765588, 7.480528, 7.824867], [8.202893, 6.233357, 8.138618], [9.790124, 5.891945, 8.626286], [7.267413, 5.259488, 7.946060], [7.422027, 3.852262, 8.224552], [8.300529, 9.281763, 6.857586], [9.610738, 8.390862, 7.614213], [8.531241, 9.310307, 8.620844], [6.813450, 7.574458, 7.529803], [6.525435, 5.525797, 7.316356], [8.315929, 3.416352, 7.761697], [6.567892, 3.348201, 7.787682], [7.422757, 3.622314, 9.292773]], "forces_ev_per_angstrom": [[0.360, -0.085, -0.154], [-0.195, -0.575, 0.233], [-0.042, 0.103, -0.128], [-0.745, 0.623, 0.424], [0.754, -0.098, -0.081], [0.145, 0.028, -0.377], [0.767, -1.152, 0.237], [-1.222, 1.311, -0.614], [0.180, -0.128, 0.290], [-0.470, 0.910, 0.226], [0.194, 0.278, -0.375], [0.588, -1.235, 0.306], [-0.331, 0.005, -0.104], [0.360, 0.370, 0.668], [-1.212, -0.290, 0.027], [1.054, 0.219, 0.055], [-0.197, -0.193, -2.123], [1.037, -0.180, 0.427], [-0.055, 0.034, -0.101], [-0.342, 0.011, 0.609], [-0.348, 0.005, 0.401], [-0.311, -0.022, -0.685], [0.138, 0.423, 0.415], [-0.181, -0.513, -1.030], [-0.015, 0.011, 0.747], [0.190, 0.782, 0.523], [0.169, -0.136, -0.292], [0.042, -0.436, 0.396], [0.489, -0.213, -0.158], [-0.221, 0.066, 0.431], [-0.374, -0.158, -0.147], [-0.165, -0.252, -0.099], [0.043, 0.288, 0.121], [-0.236, 0.005, -0.097], [0.152, 0.196, 0.029]], "nbo_charge": [-0.2377, -0.5785, 1.3392, -0.5779, -0.5927, -0.5759, -0.2544, -0.7631, 0.1506, 0.1524, 0.1941, 0.4991, -0.2467, -0.4469, -0.3453, -0.2656, -0.4653, 0.3642, 0.2374, 0.1983, 0.2051, -0.4180, -0.6074, 0.3057, -0.3086, -0.6106, -0.4054, 0.2097, 0.2453, 0.1660, 0.4025, 0.4263, 0.2142, 0.2125, 0.1777]}

(4)
{"formula": "C8H15BO2", "method": "ωB97M-V/def2-TZVPD", "relative_energy_kj_mol": 316.8, "homo_lumo_gap_ev": 9.35, "lumo_energy_ev": 0.706, "smiles": "C/C=C/B1OCCO1.C=CC", "multiplicity": 1, "species": ["C", "C", "C", "B", "O", "C", "C", "O", "H", "H", "H", "H", "H", "H", "H", "H", "H", "C", "C", "C", "H", "H", "H", "H", "H", "H"], "positions_angstrom": [[1.923725, 2.333536, 0.416893], [0.834917, 1.304316, 0.696261], [0.214658, 0.708559, -0.315736], [-1.204296, 0.040233, -0.193610], [-1.843564, -0.046148, 1.007033], [-3.187886, -0.098435, 0.806019], [-3.356133, 0.075032, -0.707218], [-2.059514, 0.024592, -1.228708], [2.828329, 2.287276, 0.975606], [1.782731, 3.356027, 0.431619], [2.321161, 2.125036, -0.645901], [0.557430, 1.226311, 1.770284], [0.593563, 0.954969, -1.263742], [-3.566107, 0.780985, 1.408950], [-3.596560, -1.093154, 1.096762], [-3.881048, -0.615455, -1.395031], [-3.628450, 1.133783, -0.847912], [2.330843, -1.324356, -1.374587], [1.294336, -1.517641, -0.564487], [1.435386, -1.834607, 0.873636], [3.298899, -1.032157, -1.012249], [2.163414, -1.225887, -2.476883], [0.388355, -1.836569, -1.008328], [2.522615, -1.892216, 1.214222], [0.785830, -2.795782, 1.001019], [1.047377, -1.038260, 1.336080]], "forces_ev_per_angstrom": [[1.460, -2.880, -2.689], [0.274, 1.969, 0.990], [-1.158, -0.141, 1.313], [1.570, 1.769, 0.446], [2.496, -0.681, 0.797], [-2.468, -0.513, 0.515], [-0.668, 1.384, -1.111], [1.330, -0.553, -1.034], [0.688, -0.794, 1.108], [-1.576, 2.176, 0.137], [-0.684, 0.330, 1.297], [-0.106, -0.295, -0.901], [0.254, 0.129, -1.285], [-0.526, -1.300, -0.736], [0.040, 0.781, 0.421], [-0.725, 0.321, 1.246], [-0.776, -0.470, -0.410], [-0.827, 0.837, -1.503], [2.339, -1.922, -0.771], [1.274, -3.602, -1.172], [0.398, -0.223, 0.187], [0.250, -0.146, 1.053], [-1.043, 0.097, -0.474], [-1.469, -0.434, -0.539], [1.516, 1.613, 0.526], [-1.859, 2.546, 2.588]], "nbo_charge": [-0.6556, -0.1299, -0.5314, 1.0713, -0.6792, -0.0858, -0.1077, -0.6760, 0.2124, 0.2222, 0.1993, 0.2023, 0.2203, 0.1867, 0.1732, 0.2017, 0.1728, -0.4117, -0.1554, -0.6434, 0.1872, 0.1930, 0.1898, 0.2128, 0.2160, 0.2152]}